C19H46F3O17S5Zn as an isolated structure in a non-equilibrium geometry. Source: the Open Molecules 2025 dataset; level of theory: ωB97M-V/def2-TZVPD.

The geometry in XYZ format:
```
91
C19H46F3O17S5Zn ωB97M-V/def2-TZVPD
Zn 0.6031 0.0639 0.1755
C 2.4858 -2.1252 0.3283
O 1.5747 -2.6698 1.2743
O 2.0839 -0.8874 -0.1073
C 3.8056 -2.1264 1.0951
F 4.1344 -3.3250 1.4232
F 4.8209 -1.6210 0.3624
F 3.7063 -1.4174 2.2690
C 1.2659 -4.0106 0.9022
C 0.1654 -4.3878 1.8904
H -0.2726 -5.3629 1.6901
H 0.6148 -4.4355 2.9048
H -0.5766 -3.5846 1.9254
H 2.0800 -4.7134 1.1662
H 1.0506 -4.0713 -0.1650
H 2.6443 -2.7992 -0.5451
O 3.0297 3.7512 -1.2375
S 2.7831 2.3304 -1.1228
O 1.4262 1.8854 -0.9049
O 3.2460 1.5112 -2.4330
C 4.5704 1.8076 -3.0141
C 4.6749 1.0790 -4.3853
C 3.9982 1.7630 0.1382
H 5.3594 1.4441 -2.3424
H 4.6536 2.9097 -3.0801
H 4.5520 -0.0185 -4.2943
H 5.6562 1.2984 -4.8059
H 3.8937 1.4853 -5.0276
H 4.9767 1.8049 -0.3051
H 3.6918 0.7870 0.4845
H 3.9570 2.4657 0.9757
O -3.2481 -0.4757 -0.1845
S -2.3431 -1.5238 0.2353
O -1.0165 -1.1870 0.6611
O -2.9422 -2.2193 1.6283
C -4.3466 -2.6919 1.5403
C -4.9639 -2.5160 2.9192
C -2.4539 -2.7959 -0.9343
H -4.3580 -3.7328 1.1759
H -4.8668 -2.0709 0.8014
H -5.9496 -2.9202 2.8861
H -4.9459 -1.4221 2.9942
H -4.4330 -3.0430 3.7292
H -3.5208 -2.9868 -0.9096
H -1.9277 -3.7030 -0.5868
H -2.1418 -2.4064 -1.8800
O 1.8573 0.5869 4.4711
S 0.7765 0.6930 3.5133
O 1.0414 0.8879 2.0981
O -0.1499 -0.5920 3.6244
C -0.1773 -1.2411 4.9776
C -1.6011 -1.8660 5.0162
C -0.2598 2.1273 3.9204
H -0.0469 -0.4267 5.7154
H 0.6573 -1.9436 5.0872
H -2.0743 -1.9894 5.9843
H -1.6534 -2.8618 4.5760
H -2.2021 -1.2358 4.3895
H 0.2996 3.0930 3.8569
H -0.6697 1.9098 4.9083
H -1.0991 2.1082 3.2178
O -0.6771 -0.5260 -1.9783
S -0.4511 -0.8400 -3.3766
O -1.4400 -1.6284 -4.0808
O -0.1256 0.5421 -4.1605
C -0.0978 0.5934 -5.6589
C -0.2171 2.0309 -5.9898
C 1.1041 -1.7058 -3.4596
H -0.9124 -0.0117 -6.0311
H 0.8491 0.1354 -5.8887
H 0.3971 2.6378 -5.3406
H -1.2465 2.3573 -5.8853
H 0.1027 2.2351 -7.0258
H 1.8424 -1.1003 -2.9136
H 1.3067 -1.9076 -4.5385
H 1.0460 -2.6903 -2.9470
O -0.4516 3.9183 -0.3925
S -1.3681 2.8242 -0.2791
O -0.8813 1.5088 0.0571
O -2.4002 3.1227 0.8618
C -2.8499 4.4984 1.0388
C -2.3216 5.2576 2.2504
C -2.3387 2.6880 -1.7338
H -3.9350 4.2885 1.1673
H -2.6282 4.9802 0.1210
H -2.8448 6.1836 2.2345
H -1.2421 5.5097 2.2076
H -2.5546 4.6991 3.1303
H -2.6179 1.6217 -1.8389
H -1.7749 3.0210 -2.6032
H -3.1678 3.3706 -1.6134
```

Values from the calculation:
LUMO level   -1.675 eV
Charge   +1
HOMO energy   -11.806 eV
E   -165996.6546 eV
Strongest force on any atom   3.180 eV/Å

Löwdin population analysis, charges in e, atoms 1 to 5: 0.69, -0.39, -0.09, -0.21, -0.59